Here is C25H48Cl3N4O4SiTl as an isolated structure from the OMol25 dataset. Energies are from the ωB97M-V functional and the def2-TZVPD basis.

Each line ends with the Löwdin charge.
Element x y z (Å)
C (-2.370, 2.675, -2.386)  -0.040
C (-3.311, 1.918, -1.498)  -0.231
H (-2.768, 2.775, -3.402)  0.067
H (-1.401, 2.151, -2.437)  0.031
H (-2.161, 3.691, -2.008)  0.098
C (-4.580, 1.599, -1.792)  -0.114
C (-5.310, 1.943, -3.048)  -0.099
H (-5.172, 1.027, -1.070)  0.109
H (-4.675, 2.439, -3.793)  0.060
H (-6.179, 2.590, -2.851)  0.077
H (-5.716, 1.026, -3.503)  0.070
Tl (0.236, 0.492, -0.275)  0.531
Cl (0.306, 2.581, 1.069)  0.065
Cl (1.213, 1.112, -2.439)  0.111
H (4.900, -1.896, 2.196)  0.097
H (5.845, 0.533, 1.729)  0.094
C (4.445, -1.843, 1.201)  -0.007
C (5.341, 0.460, 0.760)  -0.026
N (4.206, -0.450, 0.839)  -0.165
H (3.494, -2.381, 1.188)  0.089
C (2.997, -0.046, 0.470)  -0.288
O (2.013, -0.834, 0.374)  -0.105
H (4.977, 1.449, 0.463)  0.097
H (2.885, 1.030, 0.240)  0.111
H (5.153, -2.296, 0.498)  0.099
H (6.068, 0.099, 0.024)  0.097
H (-2.149, -0.159, -3.424)  0.092
H (-4.131, -1.402, -2.431)  0.087
C (-1.544, -1.075, -3.384)  -0.037
C (-3.503, -2.302, -2.516)  -0.046
N (-2.100, -1.963, -2.384)  -0.180
H (-0.509, -0.819, -3.140)  0.029
C (-1.391, -2.377, -1.315)  -0.320
O (-0.191, -2.138, -1.115)  -0.062
H (-3.773, -3.006, -1.720)  0.087
H (-2.011, -2.955, -0.592)  0.138
H (-1.599, -1.560, -4.367)  0.096
H (-3.694, -2.763, -3.494)  0.091
O (-1.897, 0.295, -0.507)  -0.294
C (-2.684, 1.402, -0.213)  -0.422
C (-4.067, -0.300, 1.062)  -0.033
C (-3.662, 1.025, 0.900)  -0.175
H (-3.632, -1.064, 0.415)  0.102
C (-4.991, -0.633, 2.056)  -0.086
H (-2.047, 2.214, 0.179)  0.063
C (-4.131, 2.006, 1.777)  -0.028
H (-5.305, -1.673, 2.156)  0.096
C (-5.502, 0.355, 2.905)  -0.105
C (-5.064, 1.679, 2.764)  -0.089
H (-3.750, 3.025, 1.656)  0.121
H (-6.237, 0.098, 3.673)  0.096
H (-5.446, 2.457, 3.428)  0.098
Si (4.197, 2.415, -5.707)  0.087
Cl (2.623, 3.207, -6.808)  0.291
C (4.156, 0.565, -5.989)  -0.219
C (3.871, 2.891, -3.934)  -0.235
C (5.786, 3.178, -6.352)  -0.223
H (3.190, 0.155, -5.666)  0.031
H (4.952, 0.070, -5.417)  0.031
H (4.295, 0.332, -7.053)  0.031
H (5.934, 2.943, -7.415)  0.030
H (6.652, 2.796, -5.794)  0.031
H (5.766, 4.271, -6.246)  0.030
H (2.909, 2.484, -3.588)  -0.069
H (3.837, 3.984, -3.829)  0.036
H (4.655, 2.495, -3.275)  0.031
C (0.017, -3.257, 1.909)  -0.046
N (0.301, -2.630, 3.179)  -0.122
C (0.428, -3.501, 4.331)  -0.069
C (0.206, -1.261, 3.184)  -0.448
O (-0.230, -0.686, 2.157)  -0.049
N (0.613, -0.497, 4.254)  -0.126
C (0.795, -0.850, 5.653)  -0.061
C (0.660, 0.923, 4.010)  -0.083
H (0.011, -4.335, 2.070)  0.083
H (0.779, -3.005, 1.158)  0.078
H (-0.959, -2.934, 1.526)  0.085
H (1.424, -3.446, 4.797)  0.091
H (-0.379, -3.324, 5.059)  0.097
H (0.307, -4.518, 3.953)  0.079
H (1.772, -0.473, 5.996)  0.094
H (0.020, -0.346, 6.255)  0.099
H (0.747, -1.920, 5.847)  0.043
H (1.468, 1.171, 3.308)  0.064
H (-0.285, 1.282, 3.587)  0.072
H (0.856, 1.404, 4.970)  0.086

The calculated total energy comes out at -3344.039412 Ha. For the energy relative to the best compared isomer or geometry (same formula, charge and spin), the calculation gives 0.000 eV. As for the LUMO energy: -0.25 eV.